Entry 1:
Here is a 3-piece molecular cluster, C22H43N6O4 overall from the Open Molecules 2025 dataset. Energies are from ωB97M-V/def2-TZVPD.

The calculation puts the highest occupied orbital energy at -9.95 eV. Its electronic energy is -1493.14565 Ha. The value obtained for the frontier orbital gap is 5.65 eV. As for the net charge: +1. Its LUMO energy is -4.307 eV. The largest force on an atom comes out at 0.98 eV Å⁻¹.

Cartesian coordinates (Å):
H  -3.524  -5.320  2.464
H  -5.806  -5.365  6.698
H  -1.211  -4.983  2.772
H  -3.169  -3.609  2.299
C  6.176  1.158  -5.679
H  -0.699  -0.567  -0.075
N  4.562  1.893  -3.968
N  1.133  5.683  -2.481
H  -0.529  1.092  -1.684
H  -2.047  3.464  -2.293
H  3.969  0.505  -8.028
N  1.599  4.263  -0.961
C  3.529  0.302  -2.219
C  -5.417  -2.226  6.584
H  6.272  2.182  -6.051
N  -4.336  -4.089  3.931
H  -0.764  -2.534  5.839
H  -5.045  -1.808  5.641
H  -0.924  -1.205  2.273
C  4.431  1.184  -7.314
N  0.924  4.458  -2.033
H  0.696  6.049  -3.317
H  -2.310  3.309  0.776
C  3.977  1.696  -2.645
H  -6.510  -2.196  6.578
H  3.601  -1.280  -4.209
H  3.219  0.375  -1.173
H  -2.462  -2.420  5.384
H  2.614  -0.008  -4.979
C  0.048  3.395  -2.586
C  -1.596  -3.088  5.403
H  3.876  1.643  -4.667
H  0.673  2.510  -2.636
H  -1.813  -3.949  6.039
H  4.681  2.078  -1.899
C  -1.995  2.323  1.088
H  -3.695  -5.407  5.482
H  -4.132  -3.202  4.371
C  -1.227  -0.216  1.965
C  -1.105  0.147  0.629
C  5.786  1.135  -4.216
N  2.280  5.370  -0.685
C  1.989  6.241  -1.616
H  2.360  7.245  -1.699
H  -5.057  -1.600  7.399
C  -4.607  -5.080  4.966
O  2.391  -0.179  -2.912
H  5.688  0.083  -3.923
H  3.087  2.335  -2.594
C  -2.121  1.966  2.428
H  -1.862  0.411  3.905
O  5.266  0.411  -6.476
C  -1.489  1.412  0.166
H  -6.480  -4.180  5.575
C  -1.750  0.700  2.872
H  1.850  -1.478  -4.379
H  3.632  1.687  -6.755
H  5.004  1.933  -7.867
C  -5.551  -4.546  6.022
H  6.598  1.572  -3.627
O  -1.212  -3.478  4.097
H  -2.519  2.660  3.153
H  -1.159  3.828  -0.826
C  -1.356  1.692  -1.316
C  -3.240  -4.424  3.025
O  -4.939  -3.536  6.815
C  -1.842  -4.645  3.598
H  -5.061  -5.961  4.501
H  4.342  -0.431  -2.247
C  2.643  -0.758  -4.184
H  -0.226  3.659  -3.600
H  -1.816  -5.441  4.350
H  7.151  0.675  -5.777
H  -2.250  1.309  -1.802
C  -1.192  3.178  -1.690

***

Entry 2:
Here is a 2-piece molecular cluster, CH5IN2 overall from the Open Molecules 2025 dataset. Energies are from ωB97M-V/def2-TZVPD.

The calculation puts the highest occupied orbital energy at -8.85 eV. Its electronic energy is -448.15059 Ha. The value obtained for the frontier orbital gap is 8.67 eV. Its LUMO energy is -0.187 eV. The largest force on an atom comes out at 5.49 eV Å⁻¹. The energy above the lowest of the compared OMol25 structures with the same formula, charge and spin comes out at 268.40 kJ/mol.

Cartesian coordinates (Å):
C  -0.811  0.686  -0.220
N  1.204  -1.052  -0.244
H  1.438  -1.619  0.471
H  -1.828  1.097  -0.004
H  -0.980  -0.941  0.926
I  2.705  0.252  -0.208
H  -0.147  1.568  -0.275
H  -1.309  0.258  -1.175
N  -0.271  -0.248  0.729

***

Entry 3:
Here is C39H66IN2PRhSSb as an isolated structure from the Open Molecules 2025 dataset. Energies are from ωB97M-V/def2-TZVPD.

The calculation puts the highest occupied orbital energy (alpha / beta) at -7.04 / -7.04 eV. Its electronic energy is -3023.17476 Ha. The value obtained for the frontier orbital gap (alpha / beta) is 6.98 / 6.98 eV. Its LUMO energy (alpha / beta) is -0.060 / -0.059 eV. The largest force on an atom comes out at 1.12 eV Å⁻¹. The energy above the lowest of the compared OMol25 structures with the same formula, charge and spin comes out at 0.00 kJ/mol.

Cartesian coordinates (Å):
H  -0.269  -0.881  -5.182
H  -1.384  0.408  -5.599
C  -3.509  -0.446  3.408
C  5.581  -1.356  1.330
H  0.848  -4.115  -3.961
H  -3.091  2.006  -1.426
H  -2.177  -2.734  -5.146
C  -3.028  -3.873  -2.246
H  -3.924  -0.735  -1.100
C  4.647  -3.130  -0.176
C  -1.211  -0.810  2.525
H  -1.987  -1.924  0.377
C  -2.375  -2.819  -0.092
C  2.934  4.817  0.931
H  -2.742  4.672  2.958
H  3.423  2.398  -0.166
H  0.623  1.270  4.375
C  0.878  -1.990  2.947
H  -3.158  0.998  -4.542
H  5.576  -3.120  -0.749
C  -0.973  -0.164  -4.765
H  3.566  2.038  2.163
C  -4.761  0.119  3.262
H  1.317  -0.822  -2.254
H  1.968  2.221  -1.158
H  1.686  2.228  5.404
H  4.728  -3.903  0.588
H  -2.467  3.051  2.319
H  -0.442  0.532  -4.115
H  -4.778  -2.260  -0.863
C  -2.168  2.284  -0.922
H  -2.870  0.824  -2.818
H  -4.167  -0.091  -3.603
C  3.122  -1.812  1.289
H  1.246  4.528  -0.362
C  -2.531  -0.219  2.440
C  1.965  -1.134  0.947
C  0.846  -1.227  1.777
H  5.421  -0.375  1.780
H  0.430  -2.708  -0.596
H  -0.914  6.366  3.010
P  -1.443  -1.471  -2.370
H  0.272  5.302  3.755
H  -3.335  -3.761  -3.284
C  2.647  2.945  -0.705
C  0.413  -3.341  -1.483
H  -1.133  4.771  1.086
H  -0.274  -4.170  -1.317
H  1.885  -0.531  0.053
H  -3.293  -1.069  4.268
H  3.450  5.435  0.192
I  -1.020  3.265  -2.467
C  -2.797  -1.860  -4.951
H  3.698  4.235  1.450
H  5.235  -0.650  -1.202
C  3.123  -2.595  2.459
S  -0.642  -1.862  3.784
C  -0.065  -3.515  -3.915
H  5.751  -2.072  2.132
H  -3.268  -3.131  0.453
C  -4.074  -1.735  -1.511
C  1.928  3.914  0.233
C  -5.021  0.905  2.143
H  -3.759  -2.198  -4.568
C  3.006  1.789  3.066
H  -0.901  -4.203  -3.795
H  -2.394  3.100  -0.231
H  2.185  3.745  3.456
H  2.180  -2.208  -2.958
H  2.665  0.754  2.969
C  -0.788  4.428  2.068
C  0.070  -2.535  -2.746
H  3.518  -0.991  -1.407
C  -2.140  -0.837  -4.021
H  2.480  5.488  1.660
C  4.391  -1.749  0.444
H  2.069  -3.291  4.190
N  -0.352  -0.580  1.568
H  3.833  -3.405  -0.849
H  -4.291  1.758  0.335
H  -2.164  -4.536  -2.211
C  4.281  -0.720  -0.678
H  -1.712  3.546  3.832
C  -2.763  0.588  1.301
Sb  0.577  2.822  1.534
C  1.824  2.724  3.305
H  -0.168  -3.013  -4.875
H  1.237  -1.138  -3.987
N  -0.913  -0.298  -1.457
H  6.489  -1.311  0.728
H  4.016  -3.141  2.727
C  -1.991  3.887  2.833
C  -3.153  0.283  -3.718
H  1.410  -3.769  -1.609
H  -2.989  -1.375  -5.912
H  0.209  2.943  4.760
H  4.042  0.269  -0.287
H  -5.530  -0.052  4.003
H  -4.533  -1.655  -2.493
H  3.138  3.487  -1.517
C  1.036  2.272  4.525
C  -0.157  5.606  2.797
C  -4.044  1.133  1.183
H  -1.638  -3.614  0.000
H  -3.841  -4.377  -1.716
C  2.028  -2.690  3.292
C  1.268  -1.607  -3.007
H  3.702  1.828  3.909
H  0.627  6.086  2.210
C  -2.765  -2.535  -1.547
H  -6.000  1.349  2.017
Rh  -1.210  0.820  0.085

***

Entry 4:
Here is C37H51BN10O2PW as an isolated structure from the Open Molecules 2025 dataset. Energies are from ωB97M-V/def2-TZVPD.

The calculation puts the highest occupied orbital energy (alpha / beta) at -15.90 / -16.17 eV. Its electronic energy is -2571.29921 Ha. The value obtained for the frontier orbital gap (alpha / beta) is 7.25 / 6.94 eV. As for the net charge: +3. Its LUMO energy (alpha / beta) is -8.654 / -9.227 eV. As for the spin multiplicity: 3. The largest force on an atom comes out at 1.44 eV Å⁻¹. The energy above the lowest of the compared OMol25 structures with the same formula, charge and spin comes out at 0.00 kJ/mol.

Cartesian coordinates (Å):
H  3.761  -2.214  0.634
C  1.743  4.398  0.380
H  -4.432  0.163  -1.899
N  1.606  -2.581  1.213
H  -5.156  -3.288  2.319
H  2.439  -1.924  -4.163
H  0.748  -4.214  3.886
C  1.724  1.058  2.644
N  -1.575  1.070  1.208
C  -3.304  -3.483  1.257
H  2.786  -5.452  2.430
H  -0.061  4.712  1.496
H  5.711  0.404  2.462
C  -3.460  2.889  2.041
C  -2.260  3.323  1.509
H  -1.924  -2.494  3.635
H  -4.667  1.184  2.513
N  0.471  -1.915  1.582
C  3.007  -4.503  1.947
C  2.189  -1.753  -3.129
N  2.665  -0.336  1.240
C  0.057  3.397  -3.479
C  -4.281  -2.784  1.930
H  3.603  1.595  3.684
H  4.420  -3.526  -1.665
C  1.837  -3.592  2.073
C  0.842  -3.566  3.031
C  3.655  0.159  2.018
C  -4.126  -1.414  2.091
H  -1.703  -4.320  -0.670
N  -3.495  0.167  -1.526
H  3.323  0.754  -1.120
H  3.884  -4.076  2.436
C  2.403  3.501  -0.417
H  2.170  5.364  0.615
H  -4.201  3.605  2.369
C  4.403  -2.483  -1.987
N  2.317  -1.598  -0.950
H  -0.842  -1.566  -3.712
B  2.688  -1.725  0.518
H  -3.023  1.050  -1.306
H  0.739  2.821  3.397
N  1.054  -1.186  -1.284
C  0.494  4.033  0.867
C  -2.985  -0.817  1.596
C  -1.316  2.387  1.114
H  -2.381  1.827  -4.664
H  -0.461  -3.066  -0.558
C  1.850  2.245  -0.704
C  0.996  -1.247  -2.649
H  -4.191  -2.376  -2.028
H  -2.070  4.379  1.396
C  2.618  1.389  -1.656
C  -3.721  1.530  2.126
H  0.494  2.461  -3.830
P  -1.574  3.089  -2.793
W  -0.201  -0.295  0.273
H  5.216  -1.279  2.293
H  -3.448  -1.775  -3.506
H  -0.586  0.111  -3.206
H  0.706  3.836  -2.720
H  0.918  1.505  4.536
C  -0.093  -0.789  -3.566
H  -1.229  -0.871  3.418
C  -2.656  2.769  -4.189
H  3.193  2.030  -2.322
H  -0.611  -1.941  4.657
H  -2.579  3.567  -4.927
H  -1.424  4.959  -1.301
C  -2.115  4.649  -2.086
O  -1.578  1.955  -1.787
C  -1.170  -3.657  0.012
H  3.256  -4.691  0.905
C  -2.169  -2.836  0.768
H  -2.144  5.429  -2.848
N  -2.006  -1.514  0.976
H  -0.619  -4.293  0.708
C  5.075  -0.273  1.896
C  -3.247  -2.050  -2.469
C  -2.767  0.638  1.675
H  -2.531  -2.866  -2.448
N  1.473  0.248  1.607
C  0.700  1.737  3.494
N  0.676  1.867  -0.172
H  -3.693  2.709  -3.855
H  3.362  3.745  -0.853
C  3.007  -1.967  -2.030
H  -0.312  1.395  3.295
H  -4.884  -0.838  2.599
H  4.841  -2.433  -2.980
C  -0.002  2.781  0.574
H  5.407  -0.273  0.859
H  1.973  0.763  -2.258
C  -1.003  -1.911  3.641
C  0.038  -2.470  2.731
H  -0.004  4.089  -4.319
H  0.358  -0.589  -4.537
C  3.094  1.053  2.905
C  -2.706  -0.867  -1.727
H  -3.398  -4.547  1.089
O  -1.516  -0.898  -1.309
H  -3.116  4.541  -1.665
H  5.026  -1.911  -1.301

***

Among the records above, which one has the lowest largest force on an atom? C22H43N6O4